Molecular formula: C4H8OS
Method: DFT, ωB97M-V/def2-TZVPD

Geometry (Å):
C1 -0.435 -1.845 -0.324
C2 0.365 -0.622 -0.501
C3 -0.214 0.403 0.489
C4 0.506 1.656 0.888
O1 1.327 1.641 1.797
S1 0.471 3.097 -0.058
H1 0.016 -2.651 0.218
H2 -0.483 -2.365 -1.324
H3 -1.468 -1.625 0.032
H4 0.328 -0.174 -1.506
H5 1.415 -0.818 -0.159
H6 -1.145 0.730 0.021
H7 -0.255 -0.211 1.433
H8 -0.427 2.784 -1.008

HOMO level (eV): -9.93
Orbital gap (eV): 10.542
Structure (SMILES): CCCC(=O)S
Molar mass (g/mol): 104.174

***

Molecular formula: C4H8OS
Method: DFT, ωB97M-V/def2-TZVPD

Geometry (Å):
C1 0.083 1.835 -1.920
O1 0.115 1.182 -0.624
C2 -0.465 -0.037 -0.607
C3 -0.478 -0.872 0.463
C4 0.187 -0.670 1.805
S1 1.575 -1.876 2.075
H1 0.565 2.742 -1.676
H2 0.638 1.300 -2.633
H3 -0.923 2.001 -2.221
H4 -1.129 -0.256 -1.450
H5 -1.033 -1.811 0.320
H6 0.619 0.306 1.952
H7 -0.566 -0.835 2.596
H8 0.813 -3.010 1.920

HOMO level (eV): -8.45
Orbital gap (eV): 9.429
Structure (SMILES): CO/C=C\CS
Molar mass (g/mol): 104.174

***

> Which formula does entry 1 have?

C4H8OS

***

Please write out number 1 again, unchanged.
Molecular formula: C4H8OS
Method: DFT, ωB97M-V/def2-TZVPD

Geometry (Å):
C1 -0.435 -1.845 -0.324
C2 0.365 -0.622 -0.501
C3 -0.214 0.403 0.489
C4 0.506 1.656 0.888
O1 1.327 1.641 1.797
S1 0.471 3.097 -0.058
H1 0.016 -2.651 0.218
H2 -0.483 -2.365 -1.324
H3 -1.468 -1.625 0.032
H4 0.328 -0.174 -1.506
H5 1.415 -0.818 -0.159
H6 -1.145 0.730 0.021
H7 -0.255 -0.211 1.433
H8 -0.427 2.784 -1.008

HOMO level (eV): -9.93
Orbital gap (eV): 10.542
Structure (SMILES): CCCC(=O)S
Molar mass (g/mol): 104.174

***

What did the first record say?
Molecular formula: C4H8OS
Method: DFT, ωB97M-V/def2-TZVPD

Geometry (Å):
C1 -0.435 -1.845 -0.324
C2 0.365 -0.622 -0.501
C3 -0.214 0.403 0.489
C4 0.506 1.656 0.888
O1 1.327 1.641 1.797
S1 0.471 3.097 -0.058
H1 0.016 -2.651 0.218
H2 -0.483 -2.365 -1.324
H3 -1.468 -1.625 0.032
H4 0.328 -0.174 -1.506
H5 1.415 -0.818 -0.159
H6 -1.145 0.730 0.021
H7 -0.255 -0.211 1.433
H8 -0.427 2.784 -1.008

HOMO level (eV): -9.93
Orbital gap (eV): 10.542
Structure (SMILES): CCCC(=O)S
Molar mass (g/mol): 104.174